{"formula": "C5H6O", "method": "ωB97M-V with the def2-TZVPD basis set", "elements": ["O", "C", "C", "C", "C", "C", "H", "H", "H", "H", "H", "H"], "coordinates": [[0.69148, 1.58424, 2.04453], [0.31735, 0.43704, 2.07552], [0.07889, -0.40543, 0.84196], [0.25805, 0.38487, -0.47135], [-0.14495, -0.19936, -1.68416], [-0.90084, -0.56143, -2.60009], [0.13790, -0.06975, 3.05001], [-0.91505, -0.85927, 0.90821], [0.77620, -1.27021, 0.92426], [-0.57365, 1.01789, -1.26835], [1.01064, 1.16222, -0.40005], [-0.73602, -1.22080, -3.42049]], "forces_ev_per_angstrom": [[-0.2, -0.5, 0.0], [0.0, 0.4, -0.1], [-0.4, 0.4, -0.3], [-0.7, 0.8, -0.5], [0.2, -1.2, -0.8], [1.0, -0.2, -0.2], [0.0, 0.0, -0.2], [0.0, 0.1, 0.0], [-0.2, 0.5, -0.4], [0.3, 0.3, 3.1], [0.3, -0.3, -0.4], [-0.4, -0.3, -0.3]], "total_charge": 0, "gap_ev": 9.405, "lumo_ev": 0.74, "de_lowest_kj_mol": 454.39}